Here is an isolated molecule of C26H27N3O3 from the OMol25 dataset. Energies are from ωB97M-V with the def2-TZVPD basis set.

XYZ file:
```
59
Properties=species:S:1:pos:R:3:forces:R:3
C -8.076 3.098 0.928 0.28 0.06 -0.08
C -6.571 2.908 1.098 -0.19 -0.10 0.10
C -6.171 3.069 2.562 0.08 0.10 -0.28
C -6.157 1.520 0.580 0.06 0.17 0.11
C -4.652 1.335 0.615 -0.51 -0.08 -0.20
O -4.087 0.616 1.406 0.16 -0.13 0.24
N -4.014 2.074 -0.344 -0.11 0.30 -0.32
C -2.648 2.198 -0.593 0.41 -0.02 -0.02
C -2.251 2.901 -1.731 -0.05 -0.06 0.09
C -0.914 3.052 -2.027 0.16 -0.08 0.08
C 0.059 2.492 -1.203 -0.21 0.09 0.12
C 1.490 2.707 -1.556 -0.14 -0.06 0.06
O 1.926 3.766 -1.954 0.00 0.11 -0.07
N 2.302 1.612 -1.500 0.66 -0.57 0.15
N 1.933 0.350 -1.049 -0.26 0.41 -0.31
C 2.653 -0.302 -0.094 -0.52 0.22 -0.22
O 3.634 0.184 0.416 0.29 0.06 0.13
C 2.062 -1.677 0.213 0.28 -0.13 0.23
C 2.679 -2.252 1.467 -0.15 0.08 0.10
C 1.907 -2.429 2.607 0.02 0.04 -0.12
C 2.468 -2.946 3.761 0.01 -0.05 0.15
C 3.809 -3.288 3.787 -0.05 -0.02 0.11
C 4.585 -3.111 2.653 0.07 -0.01 -0.08
C 4.023 -2.599 1.498 -0.01 -0.04 0.06
C 2.257 -2.621 -0.953 -0.11 -0.02 -0.18
C 1.360 -3.664 -1.143 0.02 0.06 0.00
C 1.539 -4.567 -2.175 -0.05 -0.07 -0.01
C 2.618 -4.437 -3.032 0.02 -0.05 -0.06
C 3.517 -3.400 -2.850 0.07 -0.03 -0.05
C 3.339 -2.498 -1.816 -0.06 -0.01 0.02
C -0.338 1.820 -0.050 -0.01 0.19 -0.20
C -1.677 1.672 0.256 -0.12 -0.09 0.20
H -8.364 3.017 -0.119 -0.09 -0.01 -0.10
H -8.376 4.079 1.289 -0.09 0.09 0.04
H -8.619 2.344 1.493 -0.10 -0.10 0.08
H -6.055 3.677 0.510 -0.03 -0.04 0.01
H -6.688 2.336 3.177 -0.06 -0.10 0.10
H -6.430 4.063 2.920 -0.02 0.09 0.07
H -5.101 2.925 2.689 0.11 0.00 0.12
H -6.519 1.382 -0.441 -0.03 -0.04 -0.03
H -6.603 0.752 1.214 0.05 -0.03 -0.05
H -4.604 2.593 -0.981 0.03 -0.13 0.17
H -2.999 3.333 -2.381 -0.08 0.03 -0.08
H -0.603 3.603 -2.901 0.02 0.07 -0.07
H 3.301 1.763 -1.593 -0.22 -0.04 -0.03
H 1.171 -0.097 -1.538 0.24 0.01 0.00
H 0.987 -1.544 0.382 0.09 0.00 -0.02
H 0.861 -2.158 2.596 -0.10 0.04 -0.03
H 1.857 -3.079 4.641 -0.04 -0.02 0.07
H 4.249 -3.690 4.688 0.03 -0.03 0.07
H 5.632 -3.374 2.669 0.08 -0.02 0.00
H 4.633 -2.463 0.619 0.08 0.02 -0.08
H 0.519 -3.772 -0.473 -0.09 -0.01 0.08
H 0.834 -5.374 -2.310 -0.06 -0.06 -0.01
H 2.759 -5.141 -3.838 0.01 -0.05 -0.07
H 4.363 -3.294 -3.514 0.07 0.01 -0.06
H 4.048 -1.693 -1.681 0.09 0.10 0.00
H 0.401 1.437 0.638 0.03 -0.04 0.04
H -1.977 1.152 1.149 -0.01 0.00 0.02
```
Forces are in eV/Å.

The value obtained for the relative energy (zero: lowest compared OMol25 entry of this formula, charge and spin) is 0.499 eV. Its structure (SMILES) is CC(C)CC(=O)Nc1ccc(C(=O)NNC(=O)C(c2ccccc2)c2ccccc2)cc1. As for the gap between HOMO and LUMO: 0.3404 Ha. For the total energy, the calculation gives -1396.99500 hartree. The calculation puts the HOMO energy at -8.773 eV.

Here is a cluster of 2 separate species, C9H8NS2 in total in a non-equilibrium geometry from the OMol25 dataset. Energies are from ωB97M-V with the def2-TZVPD basis set.

XYZ file:
```
20
Properties=species:S:1:pos:R:3:forces:R:3
C -0.344 1.462 1.853 0.15 -0.88 0.68
C 0.613 2.474 1.683 -1.29 -2.97 -2.56
C -0.491 0.374 0.931 1.86 1.77 1.38
C 1.404 2.411 0.561 0.57 2.21 0.49
C 0.434 0.367 -0.109 -1.04 -0.68 0.21
C 1.309 1.412 -0.334 0.37 -1.66 -1.14
C 1.465 -0.388 -1.946 0.91 -2.85 -3.27
C 1.869 -1.737 -3.511 0.58 2.72 2.09
C -0.253 -1.861 -1.075 3.28 -1.75 0.58
N 0.587 -0.685 -1.051 0.03 1.31 0.61
S 2.930 -2.832 -3.235 -0.65 -0.02 -0.26
S 2.269 1.047 -1.789 -0.04 0.87 0.66
H -0.791 1.527 2.866 -0.56 -0.55 -1.11
H 0.561 3.309 2.261 0.36 2.03 1.83
H -1.026 -0.522 1.123 -0.85 -0.16 0.46
H 2.052 3.231 0.357 0.62 0.49 -0.08
H 1.476 -1.111 -4.315 -0.14 -0.82 0.01
H 0.383 -2.804 -0.859 -1.01 1.56 -0.22
H -0.899 -1.695 -0.282 -1.85 -0.39 0.83
H -0.619 -1.943 -2.049 -1.28 -0.26 -1.18
```
Forces are in eV/Å.

The value obtained for the relative energy (zero: lowest compared OMol25 entry of this formula, charge and spin) is 0.000 eV. Its total charge is +1. As for the gap between HOMO and LUMO: 0.2946 Ha. For the total energy, the calculation gives -1198.52405 hartree. The calculation puts the HOMO energy at -13.008 eV.

Here is a structure of composition C43H45BFeN8O2P2 in a non-equilibrium geometry from the OMol25 dataset. Energies are from ωB97M-V with the def2-TZVPD basis set.

XYZ file:
```
102
Properties=species:S:1:pos:R:3:forces:R:3
Fe -0.335 0.463 0.912 0.60 2.09 0.82
C -2.642 1.504 3.239 0.01 0.02 -0.06
C -1.592 2.520 2.981 0.22 0.23 -0.01
C -1.445 3.819 3.472 0.13 -0.04 -0.16
C -0.345 4.325 2.814 -0.24 -0.18 0.11
N 0.150 3.378 1.996 0.15 0.33 0.23
N -0.620 2.275 2.108 -0.29 -1.15 -0.21
B 1.230 3.371 0.888 0.08 -0.06 -0.03
N 2.198 2.183 1.192 0.21 -0.08 -0.23
C 3.442 2.317 1.701 0.03 -0.35 0.06
C 3.789 1.154 2.347 -0.30 0.04 -0.11
C 2.675 0.319 2.218 0.07 0.28 -0.16
C 2.452 -1.024 2.803 0.03 0.01 -0.06
N 1.740 0.938 1.495 -1.02 -0.56 -0.09
N 0.416 3.196 -0.436 0.31 0.10 -0.44
C 0.178 4.225 -1.276 -0.25 -0.13 -0.29
C -0.936 3.940 -2.023 0.16 -0.17 0.31
C -1.373 2.693 -1.568 0.25 0.26 -0.08
C -2.584 1.998 -2.072 0.05 -0.12 0.06
N -0.539 2.237 -0.627 -0.33 -0.89 0.53
N 2.101 4.594 0.731 -0.22 0.24 0.30
C 2.391 5.671 1.503 0.19 0.16 0.06
C 3.381 6.386 0.883 -0.15 -0.29 -0.18
C 3.670 5.664 -0.301 -0.54 0.08 0.79
C 4.699 5.981 -1.315 0.19 -0.16 -0.14
N 2.892 4.598 -0.365 0.40 -0.53 -0.81
H -2.849 1.419 4.302 -0.03 -0.13 0.06
H -2.322 0.529 2.851 -0.13 0.03 0.17
H -3.562 1.801 2.736 -0.10 -0.09 0.02
H -2.045 4.325 4.196 -0.18 0.12 0.17
H 0.076 5.303 2.897 0.16 0.18 -0.08
H 4.016 3.212 1.582 0.00 0.33 -0.08
H 4.703 0.932 2.858 0.19 0.01 0.10
H 2.698 -0.997 3.864 -0.05 -0.08 0.01
H 3.093 -1.768 2.330 -0.10 -0.11 0.04
H 1.400 -1.296 2.689 0.14 -0.14 0.07
H 0.811 5.086 -1.304 0.16 0.16 0.10
H -1.385 4.538 -2.787 -0.13 0.19 -0.14
H -3.183 2.714 -2.628 -0.07 -0.05 -0.01
H -3.185 1.610 -1.252 -0.13 -0.04 0.01
H -2.317 1.181 -2.742 -0.10 -0.04 -0.03
H 1.914 5.857 2.441 -0.10 0.03 0.20
H 3.827 7.305 1.202 0.10 0.20 0.17
H 4.983 7.027 -1.242 0.03 0.05 -0.10
H 4.347 5.765 -2.321 -0.01 0.04 -0.05
H 5.589 5.376 -1.136 0.06 0.05 -0.05
C -2.254 -1.215 -1.115 0.35 -0.14 0.11
C -2.593 -2.024 0.137 0.13 0.26 0.29
P -1.154 -1.881 1.310 -0.77 -1.21 -0.34
C -0.151 -3.337 0.827 0.42 0.44 0.02
C -0.686 -4.617 0.907 0.00 0.24 0.00
C 0.105 -5.710 0.601 0.05 -0.12 -0.03
C 1.430 -5.537 0.237 -0.04 -0.02 -0.08
C 1.962 -4.260 0.138 0.10 0.09 -0.06
C 1.170 -3.166 0.428 -0.02 -0.05 0.28
C -1.730 -2.526 2.918 0.21 0.57 0.20
C -3.047 -2.510 3.366 0.11 0.04 -0.25
C -3.355 -3.033 4.611 -0.07 -0.04 0.15
C -2.359 -3.536 5.434 -0.02 0.03 -0.11
C -1.044 -3.544 4.994 -0.02 0.00 0.10
C -0.731 -3.041 3.748 -0.02 0.06 -0.12
P -0.682 -1.881 -1.883 -0.63 0.44 -1.00
C -1.401 -3.143 -2.989 0.25 0.02 0.32
C -0.769 -4.385 -3.007 0.02 0.11 0.00
C -1.245 -5.401 -3.816 -0.05 -0.12 -0.13
C -2.350 -5.183 -4.623 0.05 -0.04 0.05
C -2.994 -3.956 -4.599 -0.11 0.08 -0.04
C -2.537 -2.946 -3.774 0.02 -0.05 0.05
C -0.253 -0.483 -3.049 0.24 -0.40 0.69
C 0.682 0.449 -2.613 -0.53 0.08 -1.20
C 1.099 1.531 -3.362 0.17 -0.10 0.31
C 0.580 1.687 -4.636 -0.06 -0.21 0.08
C -0.296 0.739 -5.138 -0.04 0.04 0.00
C -0.708 -0.328 -4.358 0.09 0.03 0.14
H -2.064 -0.175 -0.814 -0.17 -0.05 -0.22
H -3.085 -1.240 -1.823 0.09 0.23 0.03
H -2.770 -3.077 -0.102 0.01 0.10 0.12
H -3.495 -1.618 0.605 0.10 -0.09 -0.01
H -1.707 -4.763 1.229 -0.11 -0.05 0.04
H -0.311 -6.703 0.657 -0.06 -0.13 0.04
H 2.048 -6.395 0.026 0.06 -0.10 -0.04
H 2.989 -4.124 -0.169 0.12 0.00 0.03
H 1.576 -2.160 0.368 -0.01 -0.14 0.08
H -3.843 -2.120 2.748 -0.07 0.05 -0.06
H -4.383 -3.056 4.938 -0.11 0.05 0.05
H -2.605 -3.925 6.410 -0.05 -0.06 0.05
H -0.264 -3.954 5.615 0.09 -0.02 0.10
H 0.292 -3.077 3.399 0.06 -0.05 0.05
H 0.095 -4.555 -2.379 0.09 -0.02 0.06
H -0.752 -6.361 -3.824 0.04 -0.07 0.01
H -2.720 -5.970 -5.263 -0.01 -0.08 -0.06
H -3.858 -3.774 -5.222 -0.08 -0.07 -0.04
H -3.077 -2.010 -3.755 -0.03 0.10 0.00
H 1.542 1.158 -0.899 -0.12 -0.04 0.11
H 1.795 2.250 -2.961 0.20 0.19 0.12
H 0.869 2.531 -5.239 0.12 0.15 -0.05
H -0.669 0.832 -6.144 -0.06 0.03 -0.15
H -1.393 -1.053 -4.770 0.01 -0.04 -0.01
O 3.452 -0.249 -0.717 -0.80 -0.18 -0.48
C 2.497 -0.598 -1.293 1.37 -0.19 0.38
O 1.292 0.272 -1.285 0.12 0.62 -0.29
H 2.261 -1.496 -1.863 -0.11 0.00 -0.10
```
Forces are in eV/Å.

The value obtained for the relative energy (zero: lowest compared OMol25 entry of this formula, charge and spin) is 1.038 eV. Its total charge is +2. As for the gap between HOMO and LUMO (spin up / spin down): 0.2926 / 0.2749 Ha. For the total energy, the calculation gives -4224.95066 hartree. The spin multiplicity is 5. The calculation puts the HOMO energy (spin up / spin down) at -13.331 / -13.331 eV.